(1)
29
Properties=species:S:1:pos:R:3:forces:R:3 method="wB97M-V/def2-TZVPD" charge=-1 homo_energy_ha=-0.385 relative_energy_kcal_mol=90.1 homo_lumo_gap_ha=0.1333 lumo_ev=-6.855
P 2.356623 2.128741 0.183547 0.8672 2.6568 -0.3987
F -1.338677 0.312951 0.806277 0.8442 -0.4530 0.0830
F 2.154193 1.430621 -1.250483 0.2986 -1.5020 -1.8069
F -0.529317 -0.553869 -5.117683 0.7762 1.4868 0.9286
F 2.509693 2.943111 1.584457 -0.1214 -1.6254 -1.0415
F 1.109363 -3.565119 3.461047 1.2423 -0.6892 -0.8936
F 1.008083 -0.130929 -3.210503 0.6691 0.0657 -0.5481
F -0.620367 0.967941 -2.178683 0.1917 -0.5622 -0.6165
F -4.484177 -0.595939 0.319727 1.3658 0.8864 0.6912
F 0.834953 -0.434319 2.572497 -0.0130 -1.9222 0.1595
F 3.901073 2.460101 -0.299583 -1.3586 -0.1477 1.0138
F -3.122377 -0.127809 2.246597 0.1076 0.7219 -1.7964
F -0.147277 -2.461299 1.981887 -0.2028 0.5089 -1.7862
F -0.120147 1.672041 -4.411033 0.1056 -1.5467 0.8969
P -0.558627 0.297201 -3.698293 -1.7849 0.7080 -0.6863
F 2.798633 0.683071 0.796367 0.5884 -0.1441 0.1992
F 2.118923 -2.226409 1.820087 -0.0370 -0.1270 -2.4936
In 0.703183 -1.226629 -0.562143 -1.6070 3.7825 1.3448
F -3.362097 1.490351 0.429277 0.6791 -1.6876 0.9497
P 1.033823 -2.030009 3.024567 -0.8182 0.8654 3.3105
F 0.842163 1.598761 0.413977 -1.1787 0.0619 1.1551
F -2.526427 -1.704159 0.727847 0.7459 0.5079 -0.2370
F 1.757343 3.518731 -0.481743 0.6027 -1.1154 0.4547
F -2.152537 0.604681 -3.854703 1.6345 -0.2727 -0.0650
F -2.609067 -0.168719 -0.947973 -0.0172 -0.2429 -0.3722
P -2.933967 -0.085909 0.613077 -2.8121 -0.6806 -0.0048
F -0.880857 -1.186009 -3.091543 -0.5570 -1.2435 2.1478
F -0.073497 -1.962079 4.227127 0.8039 1.6241 -0.9384
F 2.331363 -1.649089 3.896007 -1.0147 0.0855 0.3502

---

(2)
81
Properties=species:S:1:pos:R:3:forces:R:3 method="wB97M-V/def2-TZVPD" charge=+2 homo_energy_ha="-0.468 / -0.467" relative_energy_kcal_mol=115.4 homo_lumo_gap_ha="0.2385 / 0.2197" multiplicity=2 lumo_ev="-6.247 / -6.740"
Ru -0.089244 -0.034460 -0.310312 0.5853 -0.0756 -0.3838
H 2.811503 -5.147821 -4.304296 0.0003 0.0018 -0.0006
C 1.102213 -3.879130 -1.078603 -0.0010 -0.0174 0.0083
H -4.534404 -3.481875 0.166754 -0.0017 0.0015 0.0008
N -1.580385 0.318487 -1.443424 -0.3279 0.0054 -0.2375
C -4.133776 -3.396325 2.270943 -0.0033 0.0068 0.0058
H 1.065923 2.820977 -0.949420 -0.0212 -0.0007 -0.0068
C -2.107018 -2.272484 2.869794 0.0701 0.0339 0.0514
H 3.186187 1.524840 0.375624 0.0274 -0.0062 0.0122
H 2.635894 -0.940116 3.786138 0.0129 0.0078 -0.0065
H 1.971354 -2.834836 -4.199895 0.0016 0.0060 0.0043
C 2.433973 1.992596 -3.439273 0.0178 -0.0112 0.0003
H -3.300075 1.070187 0.774111 -0.0304 0.0464 0.0424
N 1.825172 0.042528 0.900000 0.3070 -0.1954 0.0422
H -0.589750 -2.458456 4.306805 0.0033 0.0037 0.0016
C -3.849013 -3.146267 0.933196 0.0129 -0.0013 0.0137
H -1.850469 -1.504755 4.782654 -0.0121 0.0040 -0.0156
C 2.015744 -0.141473 3.378699 -0.0248 -0.0235 0.0636
H -0.405259 -1.004982 -4.271508 -0.0247 -0.0192 -0.0141
H 0.437509 1.217798 -3.427553 0.0091 -0.0032 -0.0079
C -0.799098 -1.188105 -3.270164 0.0475 0.0188 -0.0620
H -5.032482 -3.923035 2.556358 0.0023 -0.0033 0.0025
C 1.473237 1.023906 -3.169854 -0.0532 0.0512 -0.0012
C -0.581669 5.956996 0.599187 0.0101 -0.0003 0.0004
H 4.514275 2.499608 -3.363447 0.0032 -0.0009 0.0002
C 1.237643 -3.035823 -2.179262 0.0359 0.0054 0.0843
C 1.580465 -5.180188 -1.145976 -0.0051 0.0151 -0.0056
C 2.745632 0.909422 1.151788 -0.0653 0.0648 0.1276
H 1.475509 -5.840943 -0.296112 0.0031 -0.0011 0.0005
H -2.222390 0.055756 2.302652 -0.0327 -0.0190 -0.0302
H 2.139893 2.924644 -3.904007 -0.0081 -0.0015 0.0021
C 0.141149 -0.977584 2.198838 0.0684 -0.1488 0.0497
C -0.993019 1.708008 2.627568 -0.0493 -0.1870 -0.1084
C 1.849116 -0.195906 -2.599155 -0.0245 0.0039 0.1001
C -2.746068 1.797799 0.173684 -0.0209 -0.0934 -0.0477
H 5.185272 0.352112 -2.337942 0.0000 -0.0015 0.0009
H 1.227475 2.080649 5.201665 0.0113 -0.0061 -0.0056
C 4.143117 0.543722 -2.557474 0.0012 0.0032 0.0007
C 0.599984 3.699663 -0.513860 0.0516 -0.0140 0.0068
H 2.567075 -6.644960 -2.357576 -0.0023 -0.0007 -0.0002
C 0.744703 0.119155 4.295527 0.0180 -0.0695 -0.0378
N -0.597841 -1.395027 1.132486 -0.3885 0.3790 0.2597
H -2.482506 -2.270592 -0.477118 -0.0041 -0.0006 -0.0009
C -2.636348 0.669431 -3.392216 -0.0937 0.0562 0.0032
C -1.675381 -0.073124 -2.791111 0.0218 -0.0818 0.2031
H 0.879923 -0.357818 5.267471 -0.0272 0.0345 0.0270
H 0.023205 3.426292 3.548464 0.0037 0.0005 0.0100
H 3.491487 -1.364212 -1.834278 -0.0018 -0.0009 -0.0069
C 2.331987 -4.789272 -3.403710 0.0000 -0.0101 0.0017
C -2.698966 -2.472903 0.564672 -0.0133 0.0052 0.0002
H -1.846584 4.600750 1.667608 -0.0053 -0.0054 -0.0092
C 1.374037 -0.502581 2.094502 -0.0367 -0.0243 -0.1090
S 3.176156 1.180338 2.824480 -0.0201 0.0292 -0.0794
H -3.271475 2.750182 0.217046 0.0343 0.0244 -0.0218
H 0.804560 7.073554 -0.595801 0.0031 -0.0004 0.0018
C 3.764847 1.753014 -3.136330 -0.0116 0.0004 0.0028
C 0.456771 6.088000 -0.316767 -0.0054 0.0009 0.0028
H -2.938679 0.606896 -4.425287 0.0024 -0.0005 -0.0022
C 0.625242 1.614218 4.431817 0.0089 0.0171 0.0023
H -1.338601 -2.138585 -3.303698 -0.0034 -0.0059 0.0359
C 3.192502 -0.422215 -2.279011 0.0178 -0.0149 0.0183
H -4.019628 2.233674 -2.547239 0.0144 0.0171 -0.0005
C -0.475763 -0.523177 3.491953 -0.0281 0.1270 -0.0417
H -1.037355 6.837590 1.031109 -0.0021 -0.0001 -0.0008
C -1.034014 4.698358 0.955379 0.0023 0.0078 -0.0043
C -3.209019 1.539818 -2.393624 -0.0852 -0.0822 -0.0560
H 1.856074 5.070566 -1.583383 0.0027 -0.0023 -0.0021
C -1.450546 0.483376 2.922725 -0.0415 -0.0451 0.1397
C -0.037968 2.344887 3.542944 0.0142 0.0088 -0.0478
P -1.033944 1.919953 0.815338 -0.1011 0.2080 0.0822
C -2.578647 1.287549 -1.222992 0.1907 -0.0085 0.0574
H -3.479568 -3.104451 4.290881 -0.0027 -0.0021 0.0016
P 0.579700 -1.376581 -2.076618 -0.1531 0.0940 -0.0238
N -1.243939 -1.736749 3.992864 0.0163 -0.0175 0.0043
C -3.258929 -2.942381 3.241406 -0.0091 -0.0141 -0.0146
C -0.444839 3.562953 0.395411 -0.0030 0.0238 0.0843
C -1.782183 -2.027409 1.517321 0.1260 -0.1202 -0.1566
C 2.192889 -5.631273 -2.305652 0.0035 -0.0026 -0.0028
C 1.047615 4.963353 -0.872460 -0.0039 0.0084 0.0027
C 1.856571 -3.491027 -3.344878 -0.0100 0.0079 -0.0057
H 0.623260 -3.514703 -0.176575 -0.0028 0.0105 -0.0053

---

(3)
50
Properties=species:S:1:pos:R:3:forces:R:3 method="wB97M-V/def2-TZVPD" homo_energy_ha="-0.315 / -0.315" homo_lumo_gap_ha="0.2300 / 0.2206" multiplicity=6 lumo_ev="-2.306 / -2.564"
C 0.951549 0.029323 3.922566 0.0439 0.0631 0.0793
C 2.352379 0.013828 4.474378 -0.0744 -0.0452 -0.0088
C -0.573999 -2.125709 -2.022230 -0.0275 0.3745 -0.0354
C 1.366980 -4.020865 -1.954762 0.0383 0.0839 0.0415
C 1.660761 -2.670749 -2.116372 0.0763 -0.0362 0.0194
H 2.855892 0.961422 4.289103 0.0142 -0.0003 -0.0007
N 0.701250 -1.757602 -2.154457 -0.2092 -0.2941 -0.6644
C -0.950746 -3.433617 -1.861247 -0.2044 -0.2417 0.1116
O 3.620821 2.161797 -3.800423 -0.0354 -0.0368 -0.0590
C -3.989978 3.159976 -2.013607 -0.0109 -0.0651 0.0003
C -3.541794 0.798823 -1.948552 0.0042 -0.1605 0.0104
O 2.413031 -1.367525 0.523928 0.0101 0.0934 -0.2885
Cl -2.568141 -1.619608 4.929933 0.0530 0.0489 -0.0304
C -1.723701 2.383963 -2.166343 0.1628 -0.0298 -0.0055
H -0.959397 1.455943 1.524162 -0.0098 0.0054 0.0096
O 1.490236 1.539166 2.087636 0.3200 0.1368 0.1885
O 1.481781 2.051685 -2.566306 0.3919 0.2030 -0.2369
N -1.196766 0.047491 -2.115981 0.0473 -0.1657 -0.2250
C -4.440873 1.843819 -1.919814 -0.0068 0.0532 -0.0002
O 3.606618 2.190379 -1.349417 0.0775 -0.0447 0.1191
H 3.202647 0.309638 2.131677 0.0605 0.1266 0.0874
C 0.048510 -4.403871 -1.823989 -0.0994 0.0477 0.0031
H -3.868674 -0.228317 -1.872297 -0.0373 0.0241 -0.0051
N -1.594662 -1.121790 -2.019914 -0.0278 -0.2666 0.0707
H 3.082981 1.560983 0.847303 0.0951 0.0196 0.0402
H 2.326045 -0.159129 5.549790 0.0061 0.0088 -0.0042
H 2.945479 -0.786565 4.026986 0.0255 0.0230 -0.0117
C 1.994597 -0.229620 0.496818 -0.0945 -0.4438 0.3614
H -2.740420 0.146482 2.695470 0.0014 0.0134 0.0180
H -0.661803 2.579908 -2.257034 -0.0197 0.0639 -0.0075
H 0.200825 -1.294212 5.433481 -0.0001 0.0029 -0.0067
O 2.868323 0.173700 -2.550783 0.0832 0.2820 -0.0475
H 2.168982 -4.743024 -1.917416 0.0127 0.0155 -0.0081
C -1.353860 -0.668118 4.113319 -0.0232 -0.0186 0.0424
H -2.000379 -3.666200 -1.750757 0.0281 -0.0500 -0.0003
H -4.700454 3.975697 -1.991600 -0.0046 -0.0075 0.0056
C -0.048085 -0.699991 4.563175 0.0267 -0.0250 0.0069
H 2.673256 -2.299490 -2.202509 -0.0010 -0.0046 -0.0133
C -2.636711 3.427129 -2.133875 0.0153 0.0418 -0.0020
C 2.542754 0.826264 1.440374 -0.3685 0.0330 -0.1540
Fe 0.987308 0.290300 -2.132120 0.0656 -0.0712 1.1801
C -2.182147 1.077180 -2.077184 0.0123 -0.0511 0.0040
O 0.998039 0.167038 -0.274644 -0.0434 0.4319 0.0591
H -2.285380 4.447358 -2.202830 0.0105 -0.0076 0.0020
C -1.713361 0.117351 3.032919 -0.0362 0.0362 -0.0412
H -0.207966 -5.444835 -1.682246 -0.0240 0.0052 -0.0197
H -5.498312 1.637613 -1.824074 0.0014 0.0088 0.0047
C 0.593759 0.787682 2.807154 -0.1455 -0.1189 -0.1303
C -0.730053 0.847209 2.388935 0.0054 -0.1025 -0.0846
S 3.032860 1.731692 -2.576323 -0.1859 0.0406 -0.3743

---

| no. | largest force on an atom (eV/A) | DFT total energy (hartree) |
| --- | --- | --- |
| 1 | 4.324 | -3952.9665 |
| 2 | 0.704 | -2938.3023 |
| 3 | 1.184 | -3585.3963 |